This record from the Open Molecules 2025 dataset describes 5 unconnected molecules or ions with the total composition C16H15Cl20FIN6S2 at a distorted geometry. The level of theory is ωB97M-V/def2-TZVPD.

Properties
Charge: +1
Energy above the lowest of the compared OMol25 structures with the same formula, charge and spin (kcal/mol): 42.37
Lowest unoccupied orbital energy (eV): -4.6342
E_tot (eV): -308701.439

XYZ file:
```
61
Properties=species:S:1:pos:R:3:lowdin_charge:R:1
I 3.50912 2.40960 -1.21089 1.095
Cl -11.32201 6.94866 1.33487 0.522
Cl -7.57181 6.80486 -4.46869 0.538
Cl -8.52439 4.89024 -2.51965 0.487
Cl 1.14888 2.12176 -4.90394 0.540
Cl -11.68625 8.87212 -0.79743 0.527
Cl 7.72077 -8.75860 0.75500 0.548
Cl -3.84168 1.68915 0.39517 0.461
Cl -11.76820 6.03697 -1.37678 0.512
Cl 0.84902 2.78361 -2.09890 0.325
Cl -6.22160 6.53857 -1.92435 0.490
Cl -6.31145 3.20188 0.32698 0.541
Cl 5.79215 -7.48428 2.49323 0.541
Cl -0.14397 4.59439 -4.13523 0.555
Cl -1.47274 2.06527 -3.67831 0.532
Cl -9.26028 7.29801 -0.66684 0.475
Cl 8.43222 -6.33903 2.17400 0.525
Cl -5.25441 2.03864 -2.10516 0.485
Cl 6.53686 -6.23150 -0.01370 0.524
Cl -6.02426 4.42118 -3.90113 0.490
Cl -3.90804 4.28763 -0.87005 0.501
S -2.44961 -0.47248 -1.20101 0.668
S -1.52151 -0.21643 1.66319 0.885
F 5.44695 -2.71362 3.30504 -0.012
N 5.70973 -2.11347 1.05751 0.135
N -0.61750 -2.12051 -0.25065 -0.162
N 3.95212 0.71410 -0.14410 -0.480
N 1.10895 -3.32697 -1.28425 0.038
N 3.53839 -1.04510 1.30867 0.218
N 5.06755 -0.06169 -0.06667 0.086
C -7.08507 5.66401 -3.20269 -2.007
C 0.09106 2.89266 -3.71026 -2.004
C 1.16913 0.22104 2.51678 -0.220
C 0.45389 -2.14610 -1.15990 -0.203
C -0.60096 -3.42686 0.28071 -0.076
C -0.06743 -0.77910 2.63483 -0.439
C 7.12090 -7.20568 1.35283 -2.031
C -11.00889 7.28959 -0.37638 -2.026
C 5.46883 -3.22366 1.98373 -0.326
C -4.83112 2.80624 -0.56253 -1.995
C 1.58330 0.48928 1.01419 -0.138
C 0.44743 -4.18611 -0.35530 -0.110
C -1.50004 -1.00389 0.04155 -1.022
C 4.17574 -4.06699 1.67833 -0.046
C 3.05674 0.09858 0.69534 -0.287
C 4.84521 -1.13907 0.78026 -0.260
H 6.34269 -3.93222 1.91862 0.120
H 5.89230 0.20908 -0.59765 0.172
H 3.35151 -3.65474 2.32248 0.082
H 0.81808 1.18706 2.98275 0.115
H 2.03856 -0.11779 3.15190 0.118
H 4.35157 -5.12341 2.03009 0.038
H -1.29094 -3.80800 1.06454 0.126
H 1.33470 1.54419 0.71894 0.080
H 6.62030 -2.05938 0.59466 0.169
H 3.87411 -4.04455 0.59558 0.089
H 0.95493 -0.16411 0.33615 0.084
H -0.37589 -0.74095 3.72049 0.092
H 0.26073 -1.82932 2.41603 0.084
H 0.76370 -5.24292 -0.23561 0.102
H 0.83192 -1.33980 -1.82644 0.130
```

This record from the Open Molecules 2025 dataset describes a gas-phase ion, C4H9N2 (charge +1) at a distorted geometry. The level of theory is ωB97M-V/def2-TZVPD.

Properties
Charge: +1
SMILES: C=NC/C=[NH+]\C
Energy above the lowest of the compared OMol25 structures with the same formula, charge and spin (kcal/mol): 79.52
Lowest unoccupied orbital energy (eV): -5.0847
E_tot (eV): -7264.693

XYZ file:
```
15
Properties=species:S:1:pos:R:3:lowdin_charge:R:1
N -1.11486 -0.13746 -0.55493 -0.080
N 1.61563 0.27440 0.34750 0.064
C 0.91514 -0.85833 0.60855 0.066
C -2.27812 0.08121 -0.15908 -0.012
C 1.22615 1.34200 -0.52788 -0.052
C -0.39825 -1.17277 0.16081 -0.205
H -2.95425 0.84522 -0.67519 0.118
H -0.57207 -2.07137 -0.54348 0.193
H 2.56111 0.47167 0.65441 0.173
H 0.17721 1.33882 -0.96796 0.105
H 1.32392 2.21171 0.21723 0.133
H 2.05668 1.66027 -1.16534 0.107
H 1.31385 -1.60992 1.15789 0.116
H -1.08689 -1.63621 0.97021 0.161
H -2.78525 -0.73923 0.47724 0.113
```

This record from the Open Molecules 2025 dataset describes 2 unconnected molecules or ions with the total composition C3H10N2O at a distorted geometry. The level of theory is ωB97M-V/def2-TZVPD.

Properties
SMILES: NC=O.CNC
Energy above the lowest of the compared OMol25 structures with the same formula, charge and spin (kcal/mol): 61.57
Lowest unoccupied orbital energy (eV): 0.8116
E_tot (eV): -8298.834

XYZ file:
```
16
Properties=species:S:1:pos:R:3:lowdin_charge:R:1
O 1.31431 2.96192 0.97038 -0.002
N -1.27262 -1.57689 0.22931 -0.174
N 1.68962 1.01651 0.00918 0.093
C -1.43155 -0.86764 -1.12096 -0.121
C -1.17380 -3.08079 0.19412 -0.124
C 1.14845 2.27028 -0.01717 -0.412
H -1.46246 -3.37879 1.23561 0.086
H 0.23794 2.38308 -0.79473 0.156
H 2.05620 0.58352 -0.82456 0.091
H -0.93756 -1.58862 -1.74691 0.055
H 2.19457 0.80872 0.84006 0.088
H -0.76156 -0.97190 0.81656 0.051
H -1.93840 -3.48222 -0.52087 0.085
H -1.20060 0.12184 -1.32834 0.008
H -2.56742 -0.65869 -1.29105 0.096
H -0.31278 -3.52077 -0.15417 0.023
```

This record from the Open Molecules 2025 dataset describes a single C6H9NO molecule at a distorted geometry. The level of theory is ωB97M-V/def2-TZVPD.

Properties
SMILES: CC(C)=C/C=C\N=O
Energy above the lowest of the compared OMol25 structures with the same formula, charge and spin (kcal/mol): 113.28
Lowest unoccupied orbital energy (alpha / beta) (eV): -0.8979 / -0.8987
E_tot (eV): -9900.692

XYZ file:
```
17
Properties=species:S:1:pos:R:3:lowdin_charge:R:1
O 3.20911 -1.07049 -0.23947 -0.001
N 2.14012 -0.49643 -0.13170 -0.113
C 1.08941 1.57312 0.08166 -0.058
C 2.17587 0.80361 0.10606 -0.188
C -0.86073 -0.08344 -0.11433 -0.294
C -0.24751 1.12629 -0.18360 -0.084
C -2.14570 -0.53984 -0.74097 -0.055
C -0.30360 -1.08972 0.86767 -0.066
H -2.22836 -1.55847 -0.78417 0.041
H 0.58279 -0.76145 1.31393 0.032
H 3.16039 1.31564 0.46618 0.151
H -0.10295 -2.05885 0.23407 0.133
H -3.02381 -0.10269 -0.36011 0.070
H -1.00459 1.89117 -0.57593 0.132
H 1.05128 2.61865 0.30983 0.106
H -1.12207 -1.20514 1.57662 0.090
H -2.36967 -0.36198 -1.82573 0.105
```

This record from the Open Molecules 2025 dataset describes a single C12H14P2 molecule at a distorted geometry. The level of theory is ωB97M-V/def2-TZVPD.

Properties
Energy above the lowest of the compared OMol25 structures with the same formula, charge and spin (kcal/mol): 49.92
Lowest unoccupied orbital energy (alpha / beta) (eV): -0.4932 / -0.4930
E_tot (eV): -31242.642

XYZ file:
```
28
Properties=species:S:1:pos:R:3:lowdin_charge:R:1
P 0.64092 1.23038 -0.80215 0.882
P -1.32557 -0.63819 1.41219 0.989
C 0.47756 -2.55954 -2.36405 -0.037
C -0.97444 0.87035 -1.43454 -0.320
C 0.26637 -1.14923 -1.93347 -0.309
C -2.33099 -0.91534 -2.59775 -0.033
C -0.97421 -0.35832 -2.08380 -0.325
C 0.64432 1.43141 3.35374 -0.075
C 1.08449 -0.50509 -1.02152 -0.258
C 0.43785 1.25533 0.96224 -0.267
C 2.20537 2.71753 1.78850 -0.053
C -0.77299 -0.57826 3.02046 -0.554
C -0.09495 0.38623 3.77150 -0.205
C 1.04467 1.78747 2.01967 -0.359
H 1.96160 3.58107 1.22163 0.078
H 2.17192 -0.76635 -0.90169 0.087
H 1.24980 1.80351 4.07402 0.071
H 0.21591 -2.79943 -3.33307 0.058
H -1.20027 -1.37741 3.62409 0.019
H -1.86364 1.52758 -1.50642 0.083
H -0.26481 0.34499 4.82025 0.092
H 3.09331 2.23601 1.40853 0.089
H -2.96315 -0.09502 -2.86799 0.067
H -2.35363 -1.48134 -3.47171 0.044
H -0.09679 -3.14628 -1.70784 0.077
H 1.47769 -2.81538 -2.32682 0.058
H -2.46789 -1.59123 -1.75214 0.081
H 2.50573 2.95918 2.70512 0.021
```

This record from the Open Molecules 2025 dataset describes a molecular structure, C8H5Cl2HoLaNO3 at a distorted geometry. The level of theory is ωB97M-V/def2-TZVPD.

Properties
Charge: +4
<S²>: 6.00
Energy above the lowest of the compared OMol25 structures with the same formula, charge and spin (kcal/mol): 19.56
Multiplicity: 5
Lowest unoccupied orbital energy (alpha / beta) (eV): -15.6219 / -15.6208
E_tot (eV): -67668.497

XYZ file:
```
21
Properties=species:S:1:pos:R:3:lowdin_charge:R:1
Ho -0.11326 -0.92344 -4.67494 1.204
La -0.71303 0.04075 -0.16394 2.035
Cl -1.44546 0.76663 -3.55498 -0.071
Cl 0.96632 -1.22245 -2.38134 -0.149
O -1.08441 -2.86434 1.73687 0.246
O 0.04530 -2.68848 -7.93260 0.252
O -0.77320 0.65509 -7.85335 0.256
N 0.31669 0.34721 1.89531 -0.257
C -0.21593 2.00904 3.57484 0.020
C -0.00320 -2.19457 -6.89627 -0.020
C 0.99698 -0.35359 2.86289 -0.077
C -1.17201 -1.83762 1.17714 -0.080
C 1.18699 0.14337 4.12443 0.044
C -0.53564 0.18650 -6.82677 -0.069
C -0.32681 1.52093 2.27045 -0.153
C 0.55097 1.33454 4.51069 0.074
H -0.74838 2.95654 3.81647 0.165
H 0.72295 1.75785 5.51550 0.170
H 1.82902 -0.40594 4.81132 0.157
H 1.39393 -1.32459 2.52377 0.145
H -0.87783 2.09659 1.46453 0.106
```